1.
Here is a structure of composition C33H33BCaClFN2O10S from OMol25. Energies are from ωB97M-V/def2-TZVPD.

```
83
Properties=species:S:1:pos:R:3:forces:R:3:nbo_charge:R:1
Ca -1.572 -1.536 0.934 -0.409 -0.012 0.180 1.696
N -1.160 -1.992 3.577 0.179 -0.060 -0.112 -0.883
C -0.394 -0.860 4.091 0.034 0.062 0.023 -0.344
C 0.509 -0.248 3.004 0.066 0.003 0.017 0.786
O 1.175 0.752 3.310 -0.047 -0.025 0.036 -0.751
O 0.492 -0.840 1.885 0.076 -0.010 -0.144 -0.870
H -1.594 -2.516 4.325 -0.209 0.102 -0.068 0.358
H -0.556 -2.646 3.082 0.102 -0.005 0.083 0.398
H 0.250 -1.100 4.947 0.027 -0.017 -0.021 0.171
H -1.079 -0.076 4.422 -0.002 -0.007 0.009 0.194
C 0.604 3.599 -4.489 -0.015 -0.013 -0.005 -0.619
C 0.275 4.300 -3.179 0.065 0.011 -0.023 -0.018
C 1.464 5.131 -2.713 -0.010 -0.011 0.011 -0.400
C 1.111 5.895 -1.450 0.017 -0.002 -0.010 -0.410
C 0.592 4.947 -0.402 0.011 0.020 0.027 -0.069
C 0.714 5.245 0.938 0.005 -0.007 -0.020 -0.249
C 0.271 4.346 1.897 0.011 0.012 0.045 0.369
F 0.434 4.689 3.198 -0.016 -0.022 -0.020 -0.334
C -0.298 3.151 1.564 -0.030 -0.005 -0.034 -0.207
C -0.457 2.839 0.208 0.017 0.007 0.027 -0.170
C -1.089 1.540 -0.134 0.164 0.074 0.024 0.602
O -1.559 0.850 0.772 -0.065 0.071 -0.045 -0.690
C -1.074 1.220 -1.537 -0.093 -0.105 0.013 -0.321
C -0.626 2.145 -2.416 0.068 0.001 -0.051 0.107
N -0.100 3.357 -2.115 -0.109 -0.012 0.011 -0.389
C 0.006 3.723 -0.777 0.012 -0.035 0.023 0.234
C -1.434 -0.144 -2.144 0.042 0.187 0.087 0.793
O -1.555 -0.184 -3.375 -0.021 -0.046 -0.019 -0.738
O -1.515 -1.094 -1.324 0.015 -0.223 0.036 -0.840
H 1.046 4.328 -5.170 -0.017 0.009 -0.002 0.206
H -0.274 3.177 -4.977 0.007 -0.011 0.006 0.223
H 1.325 2.796 -4.324 0.008 0.012 0.007 0.229
H -0.575 4.978 -3.342 0.015 0.024 -0.015 0.178
H 1.750 5.815 -3.515 -0.008 0.006 -0.002 0.201
H 2.306 4.457 -2.529 -0.007 -0.009 0.014 0.218
H 0.353 6.652 -1.683 -0.008 -0.007 -0.008 0.201
H 1.980 6.429 -1.062 -0.001 -0.004 0.007 0.212
H 1.178 6.171 1.257 0.005 0.002 -0.012 0.210
H -0.598 2.428 2.309 0.011 0.013 0.017 0.278
H -0.667 1.858 -3.456 -0.009 0.015 0.002 0.244
C 4.387 -4.933 -2.000 0.006 -0.014 -0.009 -0.623
C 4.313 -4.111 -0.746 -0.023 -0.002 0.006 -0.049
C 5.429 -3.881 0.041 -0.042 0.012 -0.037 -0.239
C 5.318 -3.134 1.203 -0.012 -0.006 -0.022 -0.070
Cl 6.749 -2.861 2.179 0.059 0.010 0.035 -0.063
C 4.106 -2.606 1.596 0.006 -0.044 0.000 -0.235
C 2.977 -2.824 0.816 -0.042 -0.061 0.004 -0.234
C 3.075 -3.579 -0.351 0.119 0.054 0.048 0.319
O 2.050 -3.818 -1.190 -0.027 -0.052 -0.004 -0.491
C 0.755 -3.433 -0.733 -0.034 -0.004 0.004 -0.205
C 0.265 -4.253 0.486 0.190 0.190 -0.019 0.758
O 0.785 -5.342 0.713 -0.030 -0.043 0.014 -0.709
O -0.656 -3.666 1.135 -0.147 -0.083 -0.123 -0.879
H 5.422 -5.184 -2.239 -0.001 -0.008 0.005 0.192
H 3.945 -4.400 -2.843 0.015 0.009 -0.002 0.223
H 3.816 -5.857 -1.884 -0.014 0.010 -0.001 0.227
H 6.389 -4.288 -0.253 0.009 0.003 0.010 0.206
H 4.028 -2.019 2.501 -0.002 0.008 0.001 0.230
H 2.038 -2.387 1.135 0.033 0.003 0.004 0.265
H 0.081 -3.600 -1.571 0.003 0.001 -0.013 0.219
H 0.745 -2.361 -0.515 0.007 -0.033 -0.019 0.195
O -5.167 -1.389 2.531 -0.049 0.009 0.177 -0.713
B -4.372 -1.571 1.332 0.133 0.000 -0.113 0.299
O -5.361 -1.614 0.270 -0.053 -0.014 -0.069 -0.692
C -6.590 -1.465 0.806 -0.072 0.017 0.125 0.240
C -7.822 -1.437 0.186 0.120 -0.016 -0.039 -0.273
C -8.951 -1.265 0.993 -0.047 0.005 0.001 -0.250
C -8.834 -1.127 2.369 -0.041 0.003 0.006 -0.253
C -7.583 -1.157 2.992 0.101 -0.005 0.022 -0.296
C -6.473 -1.327 2.190 -0.039 -0.013 -0.114 0.301
H -7.899 -1.543 -0.889 -0.013 0.001 0.006 0.210
H -9.933 -1.237 0.535 0.003 0.000 0.002 0.191
H -9.725 -0.995 2.971 0.000 -0.001 -0.006 0.191
H -7.478 -1.049 4.064 -0.006 0.000 -0.003 0.206
C 3.614 -0.234 -2.098 0.035 -0.036 0.008 -0.747
S 2.346 0.671 -1.189 0.028 -0.048 0.002 0.176
C 3.131 0.743 0.430 0.036 0.070 0.024 -0.758
H 4.552 0.322 -2.159 -0.015 0.026 0.010 0.193
H 3.237 -0.407 -3.106 -0.011 0.009 0.006 0.220
H 3.800 -1.202 -1.627 -0.008 0.020 0.007 0.223
H 3.544 -0.234 0.676 -0.026 0.037 -0.021 0.222
H 2.365 0.971 1.172 -0.028 0.006 0.014 0.281
H 3.921 1.496 0.459 -0.003 -0.001 -0.022 0.188
```
Positions in Å, forces in eV/Å.

Values from the calculation:
- largest force on an atom (eV/Å) = 0.45
- energy (a.u.) = -3800.32217
- charge = -2
- gap between HOMO and LUMO (eV) = 5.6
- molar mass (g/mol) = 755.04
- HOMO level (eV) = -1.9

---

2.
Here is a cluster of 5 separate species, C20H33FNO8 in total from OMol25. Energies are from ωB97M-V/def2-TZVPD.

```
63
Properties=species:S:1:pos:R:3:forces:R:3:nbo_charge:R:1
C -1.042 1.328 0.612 0.082 -0.319 -0.060 -0.414
N -0.274 0.149 0.868 -0.055 -0.092 0.139 -0.831
C 1.093 0.475 0.732 0.014 0.002 -0.076 -0.207
C 1.971 -0.760 0.995 -0.005 0.081 0.063 -0.455
C 2.416 -1.377 -0.301 -0.075 -0.052 -0.105 0.060
F 2.725 -2.764 -0.153 0.054 0.079 -0.013 -0.425
H -2.113 1.096 0.673 -0.048 0.105 -0.002 0.154
H -0.839 2.157 1.339 -0.036 0.057 -0.039 0.100
H -0.850 1.766 -0.394 -0.082 0.083 0.088 0.131
H 1.432 1.311 1.399 0.002 -0.037 0.019 0.109
H 1.352 0.853 -0.304 0.031 0.111 0.080 0.088
H 2.829 -0.514 1.627 0.023 -0.137 0.020 0.182
H 1.322 -1.472 1.508 0.049 -0.014 0.068 0.217
H 1.610 -1.311 -1.032 -0.019 -0.084 0.013 0.170
H 3.323 -0.921 -0.706 -0.039 0.018 0.000 0.143
O -0.553 3.802 -2.258 -0.014 0.058 -0.099 -0.573
C -0.961 3.123 -3.155 -0.009 -0.050 -0.060 0.796
O -1.054 1.779 -3.072 0.094 0.097 -0.029 -0.469
C -1.476 1.226 -4.325 -0.088 -0.055 0.015 -0.068
C -2.196 2.363 -5.047 0.001 0.012 0.053 -0.432
C -1.443 3.579 -4.525 -0.023 -0.046 0.023 -0.534
H -0.589 0.885 -4.865 -0.003 0.013 -0.016 0.171
H -2.108 0.369 -4.106 0.012 -0.004 0.010 0.200
H -2.178 2.251 -6.130 0.035 0.001 -0.004 0.210
H -3.236 2.414 -4.722 -0.005 -0.003 -0.010 0.223
H -0.558 3.812 -5.122 -0.004 0.014 -0.003 0.225
H -2.054 4.473 -4.430 0.012 0.014 -0.001 0.253
O -4.478 4.965 -3.583 0.031 -0.001 0.022 -0.588
C -4.340 5.541 -2.541 -0.001 0.029 -0.045 0.799
O -5.404 6.004 -1.838 -0.003 0.008 -0.009 -0.497
C -4.957 6.739 -0.684 0.021 0.006 0.011 -0.069
C -3.542 6.240 -0.410 -0.050 -0.061 -0.038 -0.429
C -3.059 5.889 -1.814 -0.084 -0.069 0.156 -0.546
H -4.978 7.803 -0.932 0.007 0.004 0.010 0.169
H -5.662 6.549 0.122 -0.001 -0.017 -0.005 0.195
H -2.926 6.972 0.105 -0.005 0.030 -0.028 0.221
H -3.576 5.336 0.199 0.016 0.010 0.019 0.225
H -2.608 6.742 -2.328 0.023 -0.007 -0.001 0.230
H -2.360 5.059 -1.843 0.079 0.060 -0.065 0.284
O 2.152 -0.548 6.077 0.003 -0.032 0.002 -0.588
C 1.246 -1.125 5.542 -0.039 0.005 0.007 0.796
O 0.138 -0.492 5.111 0.012 -0.004 0.064 -0.480
C -0.833 -1.437 4.624 -0.055 -0.016 -0.102 -0.077
C -0.035 -2.690 4.278 0.124 0.060 -0.046 -0.435
C 1.117 -2.615 5.273 -0.043 0.043 -0.071 -0.528
H -1.550 -1.612 5.433 -0.024 -0.034 -0.029 0.155
H -1.334 -1.003 3.761 0.114 0.112 -0.018 0.235
H -0.627 -3.601 4.347 -0.024 0.013 0.034 0.207
H 0.341 -2.597 3.259 -0.035 0.003 -0.008 0.236
H 0.875 -3.095 6.225 0.029 -0.015 0.005 0.220
H 2.062 -3.015 4.916 0.009 -0.003 0.024 0.244
O 4.478 -6.277 2.664 -0.020 0.027 -0.021 -0.563
C 4.295 -6.533 1.513 0.034 -0.040 -0.036 0.790
O 4.396 -7.814 1.048 0.006 0.000 0.005 -0.506
C 4.227 -7.842 -0.376 0.010 0.015 -0.011 -0.069
C 3.461 -6.569 -0.718 -0.027 0.030 0.026 -0.426
C 3.950 -5.609 0.361 -0.082 -0.108 0.055 -0.535
H 5.218 -7.860 -0.838 -0.006 0.005 -0.016 0.169
H 3.703 -8.761 -0.631 -0.007 0.001 0.009 0.189
H 3.646 -6.226 -1.734 0.026 0.013 0.006 0.220
H 2.390 -6.736 -0.606 -0.002 -0.004 -0.017 0.211
H 4.862 -5.086 0.067 -0.004 0.024 0.011 0.237
H 3.223 -4.862 0.662 0.062 0.060 0.027 0.280
```
Positions in Å, forces in eV/Å.

Values from the calculation:
- largest force on an atom (eV/Å) = 0.33
- energy (a.u.) = -1538.43022
- charge = -1
- gap between HOMO and LUMO (eV) = 4.0
- molar mass (g/mol) = 434.48
- HOMO level (eV) = -1.5

---

3.
Here is an isolated molecule of C2H3ClN2 at a distorted geometry from OMol25. Energies are from ωB97M-V/def2-TZVPD.

```
8
Properties=species:S:1:pos:R:3:forces:R:3:nbo_charge:R:1
C -0.871 0.319 -0.059 -0.106 0.876 1.986 -0.414
N 0.494 -0.019 0.470 -1.669 3.349 1.297 -0.424
Cl 1.424 1.497 0.726 -0.321 -1.239 -0.314 0.119
C 1.117 -0.974 -0.142 -0.222 1.132 0.581 0.375
N 1.530 -1.909 -0.617 1.498 -2.881 -1.637 -0.320
H -1.573 -0.421 0.275 -0.082 -0.739 0.430 0.219
H -1.245 1.278 0.470 0.931 -1.385 -1.515 0.237
H -0.875 0.229 -1.123 -0.029 0.887 -0.829 0.210
```
Positions in Å, forces in eV/Å.

Values from the calculation:
- largest force on an atom (eV/Å) = 3.96
- energy (a.u.) = -647.62627
- charge = 0
- gap between HOMO and LUMO (eV) = 9.7
- molar mass (g/mol) = 90.51
- SMILES string = CN(Cl)C#N
- HOMO level (eV) = -10.1